Entry 1:
The following is a DFT calculation (wB97M-V/def2-TZVPD) of 4 unconnected molecules or ions with the total composition C6H18ClO3S in a non-equilibrium geometry.

Values from the calculation:
ΔE to the lowest compared entry with this formula, charge and spin, eV: 0.195
2S+1: 1
E_HOMO, eV: -5.246
Kohn-Sham gap, eV: 8.2
DFT total energy, a.u.: -1323.4272
Net charge: -1

Element x y z (Å)
Cl (-0.489, -2.026, 0.167)
C (4.259, -1.779, 0.767)
C (2.984, -1.938, -0.005)
O (2.354, -3.197, 0.066)
H (4.178, -2.135, 1.649)
H (4.562, -0.655, 0.969)
H (5.111, -2.362, 0.170)
H (3.139, -1.656, -1.095)
H (2.280, -1.166, 0.286)
H (1.340, -3.373, -0.002)
C (-0.185, 1.863, -2.257)
C (0.316, 0.373, -2.249)
O (-0.750, -0.527, -2.405)
H (0.576, 2.693, -2.001)
H (-0.922, 2.073, -1.555)
H (-0.682, 2.304, -3.348)
H (0.850, 0.180, -1.272)
H (1.039, 0.222, -3.103)
H (-0.753, -1.077, -1.757)
C (-2.697, 0.442, 0.633)
S (-2.291, 1.950, 1.389)
O (-3.263, 2.871, 0.729)
C (-2.984, 1.688, 2.937)
H (-2.324, 0.456, -0.575)
H (-3.796, 0.357, 0.570)
H (-2.311, -0.563, 1.069)
H (-2.709, 2.341, 3.708)
H (-2.761, 0.659, 3.550)
H (-4.071, 1.984, 2.964)

Entry 2:
The following is a DFT calculation (wB97M-V/def2-TZVPD) of a molecular structure, C36H43CdN4OS in a non-equilibrium geometry.

Values from the calculation:
ΔE to the lowest compared entry with this formula, charge and spin, eV: 1.912
2S+1: 1
E_HOMO (spin up / spin down), eV: 0.156 / -3.313
Kohn-Sham gap (spin up / spin down), eV: 1.2 / 4.7
DFT total energy, a.u.: -2257.6844
Net charge: -1

Element x y z (Å)
Cd (0.667, 0.108, 0.732)
C (-3.042, -0.465, -5.357)
C (-1.769, -1.314, -5.233)
C (-0.785, -0.916, -6.343)
C (-2.146, -2.784, -5.429)
C (-1.124, -1.066, -3.870)
C (-0.917, -2.093, -2.927)
C (-0.302, -1.771, -1.736)
N (0.110, -0.546, -1.409)
C (-0.103, 0.472, -2.287)
C (-0.714, 0.200, -3.531)
C (0.304, 1.790, -1.881)
C (0.133, 2.932, -2.695)
C (0.501, 4.184, -2.272)
C (1.059, 4.298, -0.982)
C (1.214, 3.152, -0.234)
N (0.871, 1.928, -0.644)
C (0.307, 5.384, -3.197)
C (0.782, 6.686, -2.551)
C (-1.181, 5.527, -3.545)
C (1.110, 5.167, -4.490)
H (-3.514, -0.632, -6.330)
H (-2.822, 0.602, -5.266)
H (-3.760, -0.727, -4.575)
H (-1.229, -1.106, -7.325)
H (0.141, -1.494, -6.264)
H (-0.524, 0.144, -6.286)
H (-2.586, -2.914, -6.421)
H (-2.881, -3.114, -4.689)
H (-1.271, -3.437, -5.360)
H (-1.216, -3.116, -3.108)
H (-0.104, -2.539, -0.996)
H (-0.863, 1.013, -4.233)
H (-0.304, 2.811, -3.680)
H (1.368, 5.247, -0.565)
H (1.656, 3.205, 0.754)
H (0.216, 6.916, -1.643)
H (0.638, 7.511, -3.253)
H (1.844, 6.645, -2.292)
H (-1.778, 5.674, -2.640)
H (-1.560, 4.638, -4.056)
H (-1.334, 6.388, -4.204)
H (2.173, 5.036, -4.267)
H (0.999, 6.031, -5.152)
H (0.769, 4.279, -5.028)
C (-3.588, -2.697, 3.448)
C (-2.244, -3.340, 3.115)
C (-1.294, -2.392, 2.395)
N (-0.880, -1.285, 3.253)
C (-1.101, -0.025, 3.026)
S (-2.000, 0.585, 1.725)
N (-0.475, 0.895, 3.839)
C (0.483, 0.754, 4.850)
O (1.252, 1.643, 5.071)
C (0.436, -0.458, 5.750)
C (1.634, -0.910, 6.268)
C (1.646, -1.991, 7.141)
C (0.453, -2.599, 7.503)
C (-0.752, -2.128, 6.999)
C (-0.758, -1.054, 6.115)
H (-4.225, -3.376, 4.020)
H (-4.122, -2.413, 2.537)
H (-3.449, -1.787, 4.038)
H (-2.393, -4.214, 2.475)
H (-1.765, -3.695, 4.033)
H (-1.762, -1.974, 1.511)
H (-0.385, -2.902, 2.086)
H (-0.048, -1.474, 3.803)
H (-0.478, 1.824, 3.450)
H (2.550, -0.418, 5.964)
H (2.587, -2.354, 7.536)
H (0.462, -3.445, 8.179)
H (-1.687, -2.592, 7.290)
H (-1.695, -0.674, 5.721)
C (1.620, -0.845, 2.372)
C (2.643, -1.824, 2.105)
C (3.895, -1.527, 1.467)
C (4.922, -2.447, 1.352)
C (4.794, -3.760, 1.821)
C (3.581, -4.104, 2.417)
C (2.553, -3.183, 2.565)
H (4.030, -0.524, 1.080)
H (5.849, -2.142, 0.874)
H (5.596, -4.482, 1.710)
H (3.442, -5.114, 2.798)
H (1.636, -3.487, 3.063)

Entry 3:
The following is a DFT calculation (wB97M-V/def2-TZVPD) of a molecular structure, C47H47Cl2CrN3O4PSi.

Values from the calculation:
ΔE to the lowest compared entry with this formula, charge and spin, eV: 0.975
Expectation value of S²: 3.78
2S+1: 4
E_HOMO (spin up / spin down), eV: -7.188 / -7.296
Kohn-Sham gap (spin up / spin down), eV: 6.8 / 6.7
DFT total energy, a.u.: -4880.1984
Net charge: 0

Element x y z (Å)
Cr (-0.284, 0.040, -0.054)
C (0.797, 2.111, 4.289)
Si (0.044, 2.473, 2.606)
C (-1.315, 3.805, 2.633)
C (1.404, 3.483, 1.777)
N (-0.513, 0.965, 1.860)
C (-1.422, 0.211, 2.657)
C (-2.203, 0.687, 3.725)
C (-3.130, -0.095, 4.400)
C (-3.328, -1.411, 4.038)
C (-2.542, -1.945, 3.027)
C (-1.593, -1.163, 2.392)
O (-0.720, -1.682, 1.421)
C (-0.825, -3.057, 1.187)
C (-0.201, -3.926, 2.063)
C (-0.348, -5.292, 1.874)
C (-1.111, -5.772, 0.817)
C (-1.717, -4.881, -0.058)
C (-1.577, -3.513, 0.125)
H (1.201, 3.028, 4.725)
H (1.634, 1.424, 4.135)
H (0.127, 1.652, 5.015)
H (-1.068, 4.557, 3.390)
H (-2.330, 3.466, 2.816)
H (-1.313, 4.323, 1.670)
H (1.343, 4.437, 2.311)
H (1.253, 3.709, 0.720)
H (2.412, 3.092, 1.938)
H (-2.109, 1.702, 4.054)
H (-3.702, 0.347, 5.206)
H (-4.068, -2.027, 4.531)
H (-2.674, -2.977, 2.744)
H (0.380, -3.526, 2.884)
H (0.137, -5.981, 2.553)
H (-1.227, -6.838, 0.674)
H (-2.303, -5.249, -0.891)
H (-2.028, -2.794, -0.545)
Cl (2.199, -4.791, -0.201)
C (2.779, -3.252, 0.352)
C (4.067, -3.179, 0.902)
C (4.632, -1.970, 1.199)
Cl (6.256, -1.909, 1.823)
C (3.925, -0.770, 0.953)
C (4.487, 0.525, 1.033)
C (3.747, 1.604, 0.642)
C (2.412, 1.409, 0.256)
N (1.843, 0.224, 0.223)
C (2.596, -0.875, 0.499)
C (1.993, -2.125, 0.131)
O (0.847, -2.118, -0.446)
H (4.626, -4.091, 1.055)
H (5.510, 0.638, 1.366)
H (4.157, 2.605, 0.643)
H (1.796, 2.256, -0.031)
O (-1.179, 2.709, -0.117)
N (-0.582, 1.844, -1.003)
C (-0.556, 2.359, -2.169)
C (-0.064, 1.827, -3.442)
C (-0.049, 2.777, -4.475)
C (0.394, 2.453, -5.740)
C (0.834, 1.160, -5.994)
C (0.815, 0.218, -4.983)
C (0.356, 0.520, -3.699)
P (0.491, -0.768, -2.370)
C (-0.338, -2.203, -3.172)
C (-0.158, -3.503, -2.694)
C (-0.785, -4.578, -3.310)
C (-1.627, -4.378, -4.391)
C (-1.845, -3.088, -4.852)
C (-1.206, -2.015, -4.251)
C (2.300, -1.017, -2.629)
C (3.127, 0.104, -2.676)
C (4.500, -0.029, -2.794)
C (5.070, -1.292, -2.888)
C (4.254, -2.411, -2.872)
C (2.879, -2.276, -2.740)
H (-1.346, 2.111, 0.670)
H (-0.983, 3.358, -2.223)
H (-0.389, 3.784, -4.267)
H (0.402, 3.201, -6.521)
H (1.194, 0.888, -6.978)
H (1.172, -0.784, -5.187)
H (0.445, -3.673, -1.815)
H (-0.618, -5.575, -2.923)
H (-2.118, -5.218, -4.866)
H (-2.517, -2.909, -5.681)
H (-1.406, -1.024, -4.631)
H (2.700, 1.099, -2.621)
H (5.125, 0.855, -2.813)
H (6.144, -1.400, -2.975)
H (4.685, -3.402, -2.946)
H (2.267, -3.165, -2.698)
C (-4.354, -0.905, -0.056)
C (-3.377, 0.006, -0.804)
C (-3.888, 1.446, -0.700)
C (-3.294, -0.405, -2.267)
O (-2.130, -0.128, -0.173)
H (-5.345, -0.874, -0.515)
H (-4.434, -0.585, 0.984)
H (-4.001, -1.936, -0.062)
H (-4.926, 1.502, -1.037)
H (-3.297, 2.130, -1.311)
H (-3.846, 1.782, 0.338)
H (-4.251, -0.263, -2.774)
H (-3.010, -1.454, -2.354)
H (-2.542, 0.201, -2.782)

Entry 4:
The following is a DFT calculation (wB97M-V/def2-TZVPD) of C5H9N in the gas phase in a non-equilibrium geometry.

Values from the calculation:
ΔE to the lowest compared entry with this formula, charge and spin, eV: 1.863
SMILES: C=CCNC=C
2S+1: 1
E_HOMO, eV: -7.907
Kohn-Sham gap, eV: 9.1
DFT total energy, a.u.: -250.5985
Net charge: 0

Element x y z (Å)
C (-0.998, 2.263, 1.446)
C (-0.969, 1.034, 0.948)
C (0.217, 0.105, 0.961)
N (0.606, -0.222, -0.431)
C (0.412, -1.545, -0.862)
C (0.557, -1.875, -2.149)
H (-1.843, 2.931, 1.396)
H (-0.146, 2.568, 2.052)
H (-1.691, 0.787, 0.170)
H (1.052, 0.666, 1.397)
H (0.136, -0.861, 1.439)
H (1.310, 0.347, -0.863)
H (0.000, -2.168, -0.082)
H (0.963, -1.167, -2.859)
H (0.395, -2.861, -2.563)

Entry 5:
The following is a DFT calculation (wB97M-V/def2-TZVPD) of a molecular structure, C42H34N3O4PdTe.

Values from the calculation:
ΔE to the lowest compared entry with this formula, charge and spin, eV: 0.709
Expectation value of S²: 2.02
2S+1: 3
E_HOMO (spin up / spin down), eV: -10.340 / -10.459
Kohn-Sham gap (spin up / spin down), eV: 6.9 / 6.2
DFT total energy, a.u.: -2481.7860
Net charge: +1

Element x y z (Å)
Pd (-0.118, -0.988, -1.132)
O (7.532, -0.229, -2.593)
C (7.118, -1.504, -2.445)
O (7.903, -2.405, -2.487)
C (5.649, -1.728, -2.227)
C (4.788, -0.750, -1.740)
C (3.445, -1.025, -1.547)
C (2.955, -2.295, -1.819)
C (3.810, -3.275, -2.324)
C (5.149, -2.992, -2.514)
N (1.573, -2.546, -1.615)
C (1.183, -3.695, -1.245)
C (-0.251, -3.996, -1.116)
C (-0.681, -5.290, -0.892)
C (-2.040, -5.553, -0.844)
C (-2.922, -4.506, -1.035)
C (-2.410, -3.234, -1.242)
N (-1.105, -2.976, -1.271)
H (6.785, 0.376, -2.661)
H (5.156, 0.233, -1.470)
H (2.780, -0.276, -1.138)
H (3.427, -4.248, -2.602)
H (5.829, -3.741, -2.897)
H (1.883, -4.505, -1.037)
H (0.048, -6.079, -0.762)
H (-2.401, -6.557, -0.667)
H (-3.992, -4.656, -1.020)
H (-3.083, -2.398, -1.384)
C (-1.549, 3.150, 3.990)
C (-0.944, 2.245, 2.948)
C (-0.808, 0.881, 3.160)
C (-0.247, 0.031, 2.208)
C (-0.318, -1.445, 2.342)
O (-0.222, -2.172, 1.366)
C (-0.551, -2.067, 3.687)
C (-1.785, -1.989, 4.324)
C (-1.983, -2.635, 5.537)
C (-0.947, -3.349, 6.123)
C (0.284, -3.431, 5.486)
C (0.479, -2.801, 4.266)
C (0.318, 0.586, 1.026)
O (1.097, -0.108, 0.238)
C (0.042, 1.951, 0.749)
C (-0.546, 2.751, 1.712)
C (0.288, 2.463, -0.619)
N (0.196, 1.631, -1.581)
C (0.436, 1.984, -2.962)
C (-0.805, 1.678, -3.786)
Te (-1.648, -0.242, -3.313)
C (-3.118, 0.528, -1.992)
C (-4.042, 1.444, -2.488)
C (-4.980, 2.014, -1.640)
C (-5.013, 1.661, -0.296)
C (-4.110, 0.730, 0.193)
C (-3.161, 0.166, -0.650)
C (0.551, 3.923, -0.784)
C (-0.366, 4.732, -1.449)
C (-0.129, 6.092, -1.582)
C (1.030, 6.648, -1.057)
C (1.943, 5.845, -0.387)
C (1.700, 4.488, -0.240)
H (-1.782, 2.601, 4.902)
H (-2.471, 3.608, 3.626)
H (-0.865, 3.958, 4.250)
H (-1.160, 0.464, 4.095)
H (-2.600, -1.440, 3.868)
H (-2.947, -2.579, 6.024)
H (-1.100, -3.844, 7.072)
H (1.092, -3.990, 5.938)
H (1.434, -2.871, 3.760)
H (-0.715, 3.800, 1.492)
H (1.268, 1.367, -3.314)
H (0.714, 3.030, -3.110)
H (-0.603, 1.689, -4.854)
H (-1.609, 2.382, -3.572)
H (-4.037, 1.714, -3.538)
H (-5.692, 2.728, -2.033)
H (-5.747, 2.105, 0.363)
H (-4.130, 0.443, 1.237)
H (-2.487, -0.574, -0.234)
H (-1.276, 4.295, -1.846)
H (-0.849, 6.718, -2.092)
H (1.217, 7.709, -1.163)
H (2.843, 6.279, 0.028)
H (2.401, 3.862, 0.300)

Entry 6:
The following is a DFT calculation (wB97M-V/def2-TZVPD) of C5H6Br2 in the gas phase in a non-equilibrium geometry.

Values from the calculation:
ΔE to the lowest compared entry with this formula, charge and spin, eV: 0.334
SMILES: C=C(Br)/C=C(/C)Br
2S+1: 1
E_HOMO, eV: -9.203
Kohn-Sham gap, eV: 10.0
DFT total energy, a.u.: -5342.1020
Net charge: 0

Element x y z (Å)
C (-1.635, 0.854, 1.628)
C (-1.651, 0.165, 0.504)
Br (-3.279, -0.264, -0.386)
C (-0.389, -0.392, -0.300)
C (0.841, 0.080, -0.393)
C (1.942, -0.649, -1.089)
Br (1.384, 1.746, 0.367)
H (-2.548, 1.197, 2.083)
H (-0.719, 1.087, 2.146)
H (-0.627, -1.319, -0.800)
H (2.437, -0.012, -1.821)
H (1.555, -1.535, -1.586)
H (2.689, -0.958, -0.355)

Entry 7:
The following is a DFT calculation (wB97M-V/def2-TZVPD) of a gas-phase ion, C4H12NP2 (charge +1) in a non-equilibrium geometry.

Values from the calculation:
ΔE to the lowest compared entry with this formula, charge and spin, eV: 2.640
SMILES: P[C@H]1C[NH2+]C=[PH2]C1
2S+1: 1
E_HOMO, eV: -12.101
Kohn-Sham gap, eV: 9.0
DFT total energy, a.u.: -896.6704
Net charge: +1

Element x y z (Å)
P (-0.993, 1.657, -0.885)
C (-1.122, 0.202, 0.355)
C (-0.883, -1.099, -0.289)
N (0.334, -1.062, -1.178)
C (1.719, -0.706, -0.805)
P (1.705, 0.262, 0.623)
C (-0.013, 0.398, 1.446)
H (-1.106, 2.724, -0.031)
H (-2.214, 1.404, -1.352)
H (-2.131, 0.050, 0.889)
H (-0.610, -1.813, 0.499)
H (-1.833, -1.245, -0.886)
H (0.211, -1.903, -1.762)
H (0.098, -0.201, -1.685)
H (2.453, -1.500, -0.962)
H (1.829, 1.533, 0.288)
H (2.800, 0.272, 1.689)
H (0.005, 1.373, 1.861)
H (-0.249, -0.344, 2.185)

Entry 8:
The following is a DFT calculation (wB97M-V/def2-TZVPD) of C4H9O2P in the gas phase in a non-equilibrium geometry.

Values from the calculation:
ΔE to the lowest compared entry with this formula, charge and spin, eV: 3.419
2S+1: 1
E_HOMO, eV: -8.304
Kohn-Sham gap, eV: 7.7
DFT total energy, a.u.: -649.5662
Net charge: 0

Element x y z (Å)
C (-1.192, -1.610, -0.191)
C (-0.312, 1.634, -0.584)
C (-0.537, -0.555, 0.784)
C (0.208, 0.348, -0.152)
O (2.176, -1.421, -0.495)
O (2.015, 0.766, 0.968)
P (2.008, 0.000, -0.700)
H (-2.280, -1.804, 0.194)
H (-0.495, -2.510, -0.174)
H (-1.157, -1.227, -1.189)
H (0.313, 2.226, -1.345)
H (-0.702, 2.306, 0.274)
H (-1.277, 1.300, -1.075)
H (-1.331, -0.016, 1.373)
H (0.203, -1.059, 1.482)
H (2.360, 1.623, 0.831)